A 11-piece molecular cluster, C50H130N12O19 overall, computed with ωB97M-V/def2-TZVPD.

- charge = +1
- spin multiplicity = 2
- strongest force on any atom (eV Å⁻¹) = 5.3
- DFT total energy (hartree) = -4068.88235
- orbital gap (alpha / beta) (eV) = 6.8086 / 2.0276

Geometry as XYZ:
```
211
Properties=species:S:1:pos:R:3:forces:R:3:mulliken_charge:R:1
C 19.47918 -5.12975 6.53472 1.08 -0.90 -0.80 -0.426
O 18.98116 -5.65656 5.29598 0.42 0.32 0.92 -0.471
C 17.85934 -4.94239 4.84502 -0.15 -0.37 -1.02 0.386
C 17.48860 -5.37078 3.41777 0.76 1.28 -0.80 -1.003
N 18.48683 -4.93911 2.37916 -0.28 -0.45 0.02 -0.356
C 18.12186 -5.31088 0.97292 -0.09 -0.43 0.93 -0.601
C 19.10186 -4.68118 0.00913 -0.27 0.52 -1.09 -0.510
O 19.14016 -5.18376 -1.36227 0.11 -0.29 1.36 -0.354
C 17.91301 -5.13079 -2.10528 0.83 0.22 1.61 -0.623
H 20.06027 -4.22282 6.36765 -0.94 0.88 0.03 0.396
H 20.32602 -5.73005 6.86730 -0.33 -0.91 -0.04 0.247
H 18.72623 -5.15156 7.32256 -0.12 0.47 0.00 0.084
H 18.02010 -3.86440 4.85832 0.37 0.24 -0.12 -0.076
H 16.98754 -5.11287 5.47670 -0.18 -0.31 0.30 0.060
H 16.62602 -4.74396 3.19162 -0.50 -0.44 -0.06 0.382
H 17.26287 -6.43385 3.33410 -0.19 -0.11 0.23 0.459
H 19.35868 -5.40640 2.58316 0.25 0.00 0.15 0.263
H 17.07806 -5.02197 0.84995 0.02 0.04 -0.32 0.442
H 18.23559 -6.37639 0.77329 -0.44 -0.47 0.28 0.274
H 20.08047 -4.87125 0.44992 0.21 0.13 -0.43 0.297
H 18.91610 -3.60750 -0.01888 0.19 0.26 -0.04 0.336
H 17.62413 -4.08051 -2.14497 -0.23 0.09 -0.71 0.293
H 17.13945 -5.64908 -1.53863 -0.23 -0.28 -0.29 0.260
H 18.13465 -5.62577 -3.05077 -0.31 0.36 0.01 0.228
C 17.91605 -10.79998 10.74605 -0.86 -1.07 0.37 -0.612
O 16.46557 -10.64684 10.81932 0.90 0.87 0.18 0.005
C 15.75375 -11.52104 9.98043 -1.24 -0.64 -0.74 -0.088
C 14.22140 -11.68208 10.27308 1.35 0.47 1.64 -0.879
N 14.01462 -12.13574 11.67391 -0.79 0.44 -0.56 -0.067
C 14.17296 -13.54073 11.86951 0.91 -0.61 -0.08 -0.580
C 14.36016 -13.86969 13.36255 0.49 0.84 -0.73 -0.696
O 15.32243 -12.93377 13.95088 -0.94 0.31 -1.73 -0.233
C 15.86115 -13.33374 15.15933 -0.28 -0.74 0.78 -0.956
H 18.41469 -10.07267 11.38674 -0.30 0.07 0.13 0.102
H 18.40013 -10.78589 9.76954 -0.66 0.39 -0.48 -0.062
H 18.13188 -11.79870 11.12562 0.21 -0.07 0.30 0.355
H 16.13409 -12.53651 10.09112 0.46 -0.10 -0.14 0.349
H 15.82617 -11.20829 8.93878 0.38 -0.02 -0.23 0.035
H 13.83845 -12.41153 9.55939 0.08 -0.24 0.15 0.453
H 13.64241 -10.77585 10.09520 0.24 0.19 0.12 0.022
H 14.68738 -11.73482 12.31168 0.05 0.73 -0.22 0.171
H 15.03269 -13.90463 11.30689 0.70 -0.24 0.07 0.292
H 13.38141 -14.13687 11.41545 -0.59 0.10 0.43 0.444
H 14.74968 -14.88687 13.40374 -0.15 -0.10 0.44 0.447
H 13.37682 -13.74600 13.81626 0.14 -0.16 0.57 0.353
H 16.24437 -12.53803 15.79815 -0.04 0.60 -0.57 0.235
H 16.69730 -14.01082 14.98464 -0.07 -0.45 0.25 0.315
H 15.04909 -13.76443 15.74514 0.25 -0.59 0.33 0.406
C 15.88735 -10.64021 3.26717 -0.68 0.18 0.37 -0.771
O 14.93275 -10.76535 4.34807 1.46 -0.93 -0.87 -0.365
C 14.79327 -9.61517 5.12805 -0.12 0.63 0.45 -0.995
C 14.20803 -9.96316 6.50421 2.01 0.74 -1.48 0.461
N 12.84759 -10.27069 6.31597 -1.95 -0.77 0.96 -0.349
C 12.15877 -10.51392 7.58235 -0.13 0.43 0.41 0.597
C 10.75316 -11.04851 7.44360 0.43 0.78 -1.22 -1.124
O 10.86384 -12.26786 6.74920 1.06 -1.56 1.16 -0.292
C 9.80625 -13.17088 6.92520 -1.29 0.03 -1.41 -0.883
H 15.95261 -11.58741 2.73177 -0.45 0.08 0.01 0.241
H 16.91527 -10.40214 3.54065 0.06 0.04 0.82 0.206
H 15.59565 -9.81992 2.61132 -0.28 -0.10 -0.32 0.359
H 14.10435 -8.94259 4.61704 -0.12 0.34 0.01 0.748
H 15.73791 -9.08908 5.26591 0.40 -0.04 -0.06 0.348
H 14.41644 -9.10858 7.14793 -0.67 0.22 0.13 -0.312
H 14.86037 -10.74597 6.89120 -0.10 -0.66 0.30 0.037
H 12.76455 -11.16833 5.86051 0.19 -0.04 -0.70 0.380
H 12.10349 -9.57706 8.13673 0.16 0.10 0.17 0.280
H 12.69788 -11.25002 8.17869 0.16 -0.02 0.20 -0.439
H 10.19220 -10.39565 6.77488 -0.34 0.45 0.15 0.415
H 10.27761 -11.04429 8.42439 -0.11 -0.62 0.06 0.444
H 9.03488 -12.71619 6.30362 -1.08 -0.19 0.59 0.342
H 9.47394 -13.46900 7.91958 0.18 0.91 0.47 0.310
H 9.90824 -14.14854 6.45417 1.15 0.14 -0.35 0.272
C 12.56674 2.02384 10.62885 0.04 -1.03 0.66 -0.647
O 12.04208 1.03441 11.52212 0.25 -0.76 -0.52 -0.378
C 12.29626 -0.32822 11.13016 0.68 0.70 -1.09 -0.501
C 12.93165 -1.10133 12.27254 -1.53 0.82 -1.04 -0.342
N 12.99361 -2.55177 12.04409 0.15 0.60 1.48 -0.129
C 13.65270 -3.07583 10.89324 1.94 0.08 -1.19 -0.534
C 15.19419 -2.95680 11.08303 -0.78 -0.09 -0.44 0.774
O 15.50340 -3.64558 12.28562 0.04 0.04 -1.05 -0.388
C 16.85169 -3.91255 12.58220 -0.07 -0.31 1.04 -0.868
H 12.09984 2.01544 9.64394 -0.63 0.29 0.13 0.297
H 13.60365 1.77904 10.39866 0.45 0.28 0.31 0.254
H 12.46493 2.94543 11.20191 0.09 0.15 -0.60 0.259
H 12.92132 -0.36016 10.23776 0.46 0.37 -0.20 0.313
H 11.39062 -0.80570 10.75607 -0.39 -0.12 0.56 0.279
H 12.17732 -0.82009 13.00739 0.38 -0.78 0.93 0.368
H 13.89594 -0.71043 12.59729 0.06 0.45 -0.21 0.226
H 13.78258 -2.70806 12.65499 -0.82 -1.08 1.47 0.247
H 13.47569 -2.56446 9.94705 -0.62 -0.07 -0.10 0.493
H 13.46213 -4.14593 10.81155 -0.36 0.01 -0.21 -0.361
H 15.40665 -1.88773 11.08938 0.37 0.49 0.72 0.191
H 15.69754 -3.29269 10.17643 0.28 -0.88 0.08 -0.496
H 17.36859 -2.99423 12.86077 0.34 0.23 -0.25 0.373
H 17.42751 -4.53992 11.90180 -0.33 0.39 -0.75 0.246
H 16.82822 -4.52148 13.48595 -0.10 0.11 0.20 0.325
C 15.70504 -9.53557 14.57450 -1.50 0.67 -1.41 -0.300
O 14.60584 -8.79130 13.98722 0.71 0.72 -1.27 -0.477
C 15.01051 -7.89498 12.86142 -0.66 -1.91 0.77 0.711
C 13.82416 -7.76828 11.87126 -0.59 0.25 1.02 1.059
N 12.52540 -7.53451 12.59340 1.94 0.30 -2.13 -0.380
C 12.41852 -6.15546 13.04072 -1.54 -1.08 0.52 0.497
C 11.10101 -6.05702 13.80711 1.13 0.68 1.23 -1.054
O 11.24548 -6.77359 15.06097 -1.42 0.92 -0.15 -0.246
C 10.01094 -6.70022 15.82106 0.41 0.14 -0.77 -0.848
H 16.40074 -8.77889 14.93718 0.35 -0.55 0.59 0.171
H 16.13041 -10.18570 13.80998 0.47 0.09 -0.16 -0.067
H 15.22922 -10.22399 15.27291 0.33 0.47 0.51 0.300
H 15.86865 -8.34496 12.36220 0.11 -0.26 -0.14 0.180
H 15.36645 -6.94288 13.25499 -0.32 0.28 0.21 0.076
H 13.65060 -8.62022 11.21387 0.52 -0.37 0.33 -0.898
H 14.07366 -6.96110 11.18256 -0.30 0.31 0.05 -0.775
H 12.55955 -8.23187 13.32321 -0.41 0.41 0.64 0.420
H 12.29554 -5.41912 12.24650 0.17 -0.43 -0.64 -0.140
H 13.28583 -5.81794 13.60814 -0.07 0.14 0.57 0.161
H 10.20503 -6.34186 13.25559 0.24 -0.72 -0.27 0.402
H 10.95787 -4.98654 13.95441 -0.13 0.32 0.73 0.453
H 10.17680 -6.96983 16.86407 0.18 -0.36 -0.28 0.232
H 9.24382 -7.29900 15.33007 0.04 -0.54 0.21 0.344
H 9.55890 -5.70842 15.83077 0.42 0.49 -0.06 0.322
C 17.90909 -1.20743 6.19869 0.68 0.60 -2.15 -0.985
O 18.57346 -1.99732 7.13539 -0.29 0.57 0.54 -0.325
C 17.74433 -2.11221 8.23596 0.48 -0.82 1.36 -1.034
C 18.56851 -2.54094 9.45120 0.73 0.09 -1.10 0.767
N 19.60848 -1.50079 9.86673 -4.18 -1.65 0.56 0.255
C 19.08905 -0.16263 9.95688 2.87 1.13 -0.11 -0.097
C 20.17570 0.82996 10.52644 -0.88 -0.62 0.37 -0.901
O 20.14375 0.81024 11.93857 -2.35 -1.62 -1.28 -0.264
C 20.94286 1.70192 12.58481 1.12 1.43 1.14 -0.798
H 17.95890 -0.13598 6.39261 0.22 0.19 0.44 0.362
H 16.85333 -1.40512 6.01325 -0.10 -0.65 0.30 0.361
H 18.45862 -1.38792 5.27482 -0.26 0.20 -0.21 0.322
H 16.99522 -2.87865 8.03723 -0.19 -0.25 0.28 0.460
H 17.20536 -1.20159 8.49745 -0.07 0.34 -0.26 0.717
H 18.99842 -3.53552 9.33248 0.51 0.16 -0.19 -0.313
H 17.85404 -2.72542 10.25345 0.12 0.46 0.85 -0.381
H 20.12663 -1.82459 10.67096 0.92 0.10 0.06 0.401
H 18.17406 -0.12503 10.54805 -0.08 -0.24 0.36 0.287
H 18.83126 0.18364 8.95601 -0.06 -0.19 -0.13 0.286
H 19.85067 1.74662 10.03431 0.41 0.70 0.57 0.469
H 21.21194 0.60648 10.27275 -0.05 -0.22 -0.87 0.398
H 20.79625 2.71538 12.21131 0.26 0.15 -0.19 0.336
H 21.99008 1.40102 12.55525 0.28 0.18 -0.27 0.323
H 20.67754 1.74110 13.64131 -0.21 -0.24 -0.06 0.245
C 19.09200 -9.32829 7.49437 -0.83 -1.35 0.27 -0.167
O 18.93005 -10.75659 7.24514 0.67 0.76 0.45 -0.300
C 18.25401 -11.05052 6.02379 -0.39 0.45 0.67 -0.039
C 18.49005 -12.47478 5.63482 0.88 -0.18 0.58 -1.118
N 19.91323 -12.71044 5.46922 0.25 -0.50 -1.81 -0.284
C 20.08138 -13.91198 4.61957 1.45 1.05 1.18 -0.781
C 21.61509 -14.22817 4.57654 -1.78 -1.88 0.44 -0.609
O 21.95876 -14.71157 5.91148 -0.45 0.31 -1.05 -0.311
C 23.27157 -15.19965 5.98976 0.84 0.58 0.41 -0.782
H 19.80358 -8.82599 6.83903 -0.38 -0.11 -0.64 0.517
H 19.48525 -9.13751 8.49289 0.01 -0.64 0.22 -0.512
H 18.06775 -8.95609 7.51664 0.15 0.83 -0.42 0.238
H 18.58822 -10.32090 5.28618 0.16 -0.28 -0.45 0.350
H 17.17204 -10.95012 6.10957 -0.33 0.44 0.36 0.077
H 17.91012 -12.71734 4.74433 0.22 0.20 -0.30 0.463
H 18.17335 -13.21214 6.37244 -0.81 0.32 0.49 0.429
H 20.31157 -13.05342 6.33166 -0.02 0.60 0.45 0.287
H 19.59739 -13.81602 3.64765 0.40 0.29 -0.14 0.430
H 19.53893 -14.68303 5.16670 0.29 -0.92 -0.35 0.376
H 22.28800 -13.46740 4.18093 -0.24 0.42 0.41 0.369
H 21.65891 -15.08291 3.90157 0.50 -0.25 -0.18 0.429
H 23.94727 -14.35867 6.14555 0.32 0.22 -0.34 0.304
H 23.60931 -15.76407 5.12059 -0.25 -0.05 -0.21 0.310
H 23.45132 -15.81004 6.87476 -0.68 -0.20 0.03 0.251
C 22.42859 -5.69353 9.41210 1.36 0.57 -0.85 -0.516
O 22.66492 -6.74089 10.31608 -0.62 -0.54 -0.20 -0.385
C 21.93803 -7.93205 9.95311 0.26 -0.96 0.07 -0.195
C 22.16877 -9.11201 10.96639 -0.55 -0.07 -1.06 -1.032
N 21.09105 -9.18378 11.94464 -0.01 1.48 0.32 -0.125
C 20.98444 -7.84829 12.58134 -0.59 -1.04 1.44 0.211
C 19.87143 -7.81274 13.62960 0.05 1.20 0.23 -0.593
O 19.52009 -6.42089 13.85829 0.71 -0.19 -0.11 -0.425
C 18.59252 -6.38679 14.91069 -1.03 0.66 -0.02 -0.562
H 22.68282 -6.00321 8.39841 -0.62 -0.34 -0.36 0.394
H 23.16690 -4.89844 9.51632 0.35 -0.11 0.81 0.401
H 21.48993 -5.14024 9.44179 -0.68 -0.71 0.23 -0.120
H 22.11240 -8.31394 8.94720 1.26 0.24 -0.28 0.716
H 20.88783 -7.69540 9.78230 -0.47 0.04 0.97 -0.004
H 23.15822 -9.17125 11.41982 0.32 1.09 0.11 0.389
H 22.14309 -10.10832 10.52502 -0.16 0.24 -1.03 0.431
H 21.47129 -9.82692 12.62427 -0.49 -0.21 0.51 0.263
H 20.79027 -7.05900 11.85510 0.22 -0.29 0.02 -0.685
H 21.88894 -7.65308 13.15744 0.38 0.55 -0.36 0.592
H 20.18172 -8.12219 14.62763 0.30 -0.75 -0.18 0.640
H 18.96379 -8.35722 13.36913 -0.08 -0.20 -0.28 0.047
H 17.67654 -6.79555 14.48406 -0.36 -0.37 0.63 -0.053
H 18.34679 -5.37918 15.24600 0.33 0.32 -0.48 0.381
H 18.91315 -6.87540 15.83077 0.15 -0.54 -0.21 0.310
C 17.32013 -6.80171 9.90850 -0.41 -0.04 -1.03 0.656
O 17.08846 -5.68645 9.48244 -0.22 2.34 -0.50 -0.848
N 16.62791 -7.87244 9.68674 -2.91 -2.14 -0.36 2.245
N 18.39649 -7.11002 10.56034 3.42 1.23 1.85 1.486
H 15.65163 -7.71300 9.48289 -0.56 -0.45 -0.29 -0.920
H 16.83753 -8.55946 10.39679 -0.89 -0.81 -0.64 -1.336
H 18.85930 -6.23416 10.75725 0.94 -0.53 0.91 -0.592
H 18.38648 -7.92766 11.15319 0.67 0.43 0.08 -0.680
C 13.85877 -6.13631 8.03485 -4.10 -3.26 -0.81 0.114
O 13.74851 -7.20239 8.67297 1.13 1.06 -0.13 -0.377
N 12.89662 -5.76982 7.16056 -1.94 0.16 -0.80 -0.430
N 14.84496 -5.32667 7.97383 3.74 1.88 1.58 1.073
H 12.06393 -6.34127 7.14731 0.05 0.19 0.07 0.279
H 12.76730 -4.77539 7.04022 -0.26 -0.29 -0.24 0.168
H 15.46283 -5.53361 8.74552 1.24 0.85 -0.11 -1.027
H 14.76557 -4.39019 7.60397 0.03 -0.41 0.07 0.280
O 19.90717 -4.69002 11.69557 -0.07 0.67 -0.81 -0.270
H 20.49500 -3.93646 11.74869 0.34 -0.03 0.05 0.258
H 19.94756 -5.08768 12.56532 -0.17 -0.64 0.87 0.166
```
Positions in Å, forces in eV/Å.